Entry 1:
Entry from the OMol25 dataset: a single C11H12N2O2 molecule at a distorted geometry (ωB97M-V with the def2-TZVPD basis set).

Calculated values
LUMO level (spin up / spin down)	0.028 / -0.128	hartree
E	-18668.9389	eV
max |F|	8.616	eV Å⁻¹
gap between HOMO and LUMO (spin up / spin down)	8.08 / 5.71	eV
2S+1	3
HOMO level (spin up / spin down)	-7.3 / -9.2	eV
ΔE to the lowest compared entry with this formula, charge and spin	123.5	kJ/mol

Last column: Löwdin spin population.
Element x y z (Å)
C (3.76230, -0.42370, 0.22594)  0.0009
C (3.38797, 0.64026, -0.46806)  -0.0001
C (2.82688, -1.37002, 0.66164)  -0.0002
C (2.05699, 0.75201, -0.82919)  0.0013
C (1.51323, -1.22298, 0.36196)  0.0006
C (1.06999, -0.13300, -0.44499)  0.0007
C (-1.96533, -1.77027, -0.42477)  0.0020
C (-2.92380, -0.94611, 0.41350)  0.0081
C (-2.68642, 0.56899, 0.20021)  0.0244
C (-0.40295, -0.02003, -0.71695)  0.0214
C (-1.17834, 0.83898, 0.37607)  0.0511
N (-0.89657, -1.35494, -0.86619)  0.0105
N (-0.92853, 2.26591, 0.17194)  0.4700
O (-0.25192, 2.86338, 0.97488)  0.8956
O (-1.53267, 2.76050, -0.77418)  0.5048
H (4.68981, -0.51779, 0.76092)  0.0000
H (4.02051, 1.51558, -0.80429)  0.0000
H (3.22945, -2.27248, 1.14557)  0.0000
H (1.94885, 1.52712, -1.64913)  0.0000
H (0.71668, -1.84376, 0.68643)  0.0001
H (-2.19652, -2.94558, -0.64855)  0.0011
H (-3.97931, -1.18352, 0.17699)  0.0016
H (-2.68626, -1.09805, 1.48552)  0.0002
H (-2.98954, 0.87721, -0.78618)  0.0011
H (-3.23595, 1.16425, 0.98391)  0.0000
H (-0.55573, 0.65433, -1.61250)  -0.0005
H (-0.81283, 0.67371, 1.39947)  0.0051


Entry 2:
Entry from the OMol25 dataset: a single C11H12N2O2S2 molecule at a distorted geometry (ωB97M-V with the def2-TZVPD basis set).

Calculated values
LUMO level	-0.007	hartree
E	-40347.1952	eV
SMILES string	CS(=O)(=O)NCc1csc(-c2ccccc2)n1
max |F|	1.196	eV Å⁻¹
gap between HOMO and LUMO	8.54	eV
HOMO level	-8.7	eV
ΔE to the lowest compared entry with this formula, charge and spin	68.9	kJ/mol

Last column: natural (NBO) charge in e.
Element x y z (Å)
C (-1.82138, -1.61952, -0.97888)  -0.8875
H (-2.11354, -1.76316, -2.00996)  0.2486
H (-1.63485, -2.56804, -0.49468)  0.2432
H (-0.96143, -0.96527, -0.90363)  0.2614
S (-3.22132, -0.83892, -0.12423)  2.3008
O (-3.88861, -1.85047, 0.63712)  -0.9400
O (-3.96976, -0.07374, -1.07695)  -0.9524
N (-2.59885, 0.24470, 0.97034)  -0.8483
H (-2.00297, -0.18309, 1.65979)  0.4067
C (-2.15975, 1.52362, 0.48106)  -0.2687
C (-0.67992, 1.62581, 0.24698)  0.1138
C (0.00550, 2.78229, 0.01201)  -0.4361
S (1.68058, 2.47066, -0.18810)  0.4114
C (1.34774, 0.76650, 0.06957)  0.0665
N (0.09373, 0.51563, 0.27492)  -0.4847
C (2.38756, -0.23551, 0.04967)  -0.0420
C (3.70961, 0.10240, -0.24019)  -0.1931
C (4.68925, -0.87067, -0.25395)  -0.2090
C (4.36498, -2.19012, 0.01994)  -0.1975
C (3.05371, -2.53395, 0.31049)  -0.2076
C (2.06847, -1.56727, 0.32709)  -0.1875
H (1.04597, -1.82129, 0.55744)  0.2251
H (2.80032, -3.56110, 0.52637)  0.2180
H (5.13325, -2.94852, 0.00866)  0.2170
H (5.71003, -0.60037, -0.47893)  0.2179
H (3.96092, 1.13129, -0.45474)  0.2113
H (-0.37654, 3.78006, -0.05436)  0.2428
H (-2.70810, 1.68150, -0.45324)  0.2551
H (-2.46513, 2.30611, 1.18658)  0.2149